[1]
This record from the OMol25 dataset describes C24H74N6O10 as an isolated structure in a non-equilibrium geometry. The level of theory is wB97M-V/def2-TZVPD.

The geometry in XYZ format:
```
114
Properties=species:S:1:pos:R:3:forces:R:3
O -0.311 -3.957 0.164 1.04 -6.49 9.41
H -0.055 -4.317 1.013 0.41 -1.11 0.16
H -0.538 -3.046 0.348 0.63 -1.63 -0.26
O -3.608 0.489 0.494 -0.76 -0.29 -0.15
H -3.618 0.960 1.327 -0.09 0.10 0.19
H -3.429 1.164 -0.161 0.07 0.25 -0.24
O -3.117 -0.951 -2.062 -0.23 0.27 -0.18
H -2.970 -1.897 -2.080 -0.05 -0.39 -0.51
H -3.975 -0.849 -1.651 -0.35 0.14 0.23
O 0.441 -3.717 -1.695 4.88 -1.76 -2.68
H 0.409 -2.760 -1.685 0.43 -2.00 1.87
H -0.148 -3.983 -0.989 0.51 -1.08 -1.25
C 0.094 1.182 -3.104 -0.32 1.13 -0.01
C 1.276 0.333 -3.655 2.65 0.92 -0.73
C 2.716 0.814 -3.200 -0.63 -0.45 0.59
O 3.783 0.043 -3.804 -2.09 -0.75 1.43
C 4.642 0.716 -4.640 -0.18 0.25 -0.54
N 1.141 -1.137 -3.550 3.28 4.17 -1.64
H 0.118 1.381 -2.032 -0.35 -0.68 -0.99
H -0.890 0.786 -3.355 0.21 -0.08 -0.32
H 0.031 2.235 -3.379 0.65 0.09 -1.33
H 1.457 0.586 -4.700 -0.88 -0.01 -0.52
H 2.764 0.766 -2.113 0.65 -0.33 -1.18
H 2.818 1.866 -3.468 0.02 0.18 -0.18
H 5.161 1.490 -4.075 0.54 0.08 -0.23
H 4.092 1.172 -5.462 0.00 0.32 -0.26
H 5.277 -0.056 -5.075 0.43 0.34 0.13
H 1.964 -1.587 -3.926 0.33 0.32 -0.20
H 0.340 -1.285 -4.148 1.31 0.34 0.30
C 1.004 -0.280 2.085 5.10 0.16 3.75
C 2.444 -0.606 2.268 1.03 -1.55 1.27
C 2.972 -1.110 3.674 -2.91 -0.29 -0.31
O 2.227 -2.362 4.014 0.36 0.58 -1.85
C 2.004 -2.820 5.316 1.85 1.15 1.02
N 2.681 -1.581 1.257 0.88 -0.68 -0.81
H 0.766 0.560 2.738 0.02 -0.40 0.89
H 0.340 -1.137 2.196 1.86 0.15 0.40
H 0.915 0.287 1.158 3.27 -2.96 2.58
H 3.071 0.243 1.996 0.39 0.15 0.82
H 2.631 -0.330 4.355 0.57 0.03 0.56
H 4.054 -1.210 3.578 0.02 -0.43 0.57
H 2.937 -2.706 5.868 0.31 -0.03 0.36
H 1.798 -3.885 5.420 -0.44 0.09 -0.81
H 1.303 -2.218 5.894 -0.58 0.01 -0.21
H 3.597 -1.996 1.352 -0.09 -0.44 -0.18
H 1.947 -2.275 1.267 0.48 -0.46 0.13
C -1.850 0.927 7.280 0.10 0.33 2.06
C -2.170 0.413 5.925 0.98 -1.44 0.33
C -3.179 1.262 5.174 -1.08 0.39 0.84
O -4.512 1.260 5.800 0.62 1.40 -1.28
C -5.307 2.434 5.402 -0.22 -0.33 1.02
N -0.910 0.380 5.151 3.62 -0.38 6.87
H -1.027 0.406 7.769 0.22 -0.40 -0.37
H -2.674 0.725 7.964 -0.29 0.25 -0.14
H -1.568 1.972 7.406 -0.26 0.24 -0.60
H -2.418 -0.633 6.107 -1.03 -0.05 -0.29
H -3.137 0.988 4.119 -1.39 0.10 0.73
H -2.747 2.259 5.262 -0.15 0.38 -0.19
H -4.774 3.379 5.302 0.78 -0.35 -0.48
H -5.997 2.723 6.194 0.09 -0.71 0.60
H -6.001 2.295 4.574 0.60 -0.48 -0.53
H -0.106 0.026 5.650 -0.06 0.01 0.81
H -0.947 -0.046 4.236 5.25 -5.53 3.40
C -0.557 -2.551 -3.216 -4.55 -1.06 -1.79
C -0.608 -2.857 -4.716 -1.73 0.44 0.97
C -1.143 -1.746 -5.635 0.33 -0.03 1.20
O -0.342 -0.558 -5.401 -2.48 -1.38 -1.60
C -0.897 0.548 -6.066 0.50 -0.75 -0.23
N 0.605 -3.380 -5.229 -0.32 -1.59 0.13
H -1.079 -3.283 -2.599 -0.13 -0.66 -1.21
H -1.197 -1.727 -2.900 0.31 0.24 -1.70
H 0.437 -2.344 -2.820 -2.07 -2.54 -4.08
H -1.410 -3.593 -4.654 0.17 -0.60 -1.05
H -2.200 -1.600 -5.411 -0.18 0.59 0.19
H -1.097 -2.094 -6.666 0.29 0.25 -0.34
H -0.148 1.300 -5.821 -0.69 0.68 -0.62
H -1.927 0.739 -5.762 0.04 0.42 0.49
H -0.975 0.245 -7.110 0.30 0.70 -0.48
H 0.289 -3.734 -6.120 1.53 0.07 -0.52
H 1.382 -2.739 -5.157 -0.21 -0.26 -0.89
C 0.766 5.412 -0.611 1.10 0.61 -1.55
C 0.677 3.937 -0.924 0.31 0.73 -0.17
C 1.936 3.086 -0.734 -0.28 -0.14 0.18
O 1.452 1.730 -0.904 1.35 1.61 1.96
C 2.215 0.807 -0.171 1.56 -0.85 -1.15
N -0.339 3.430 -0.075 -0.70 -1.55 0.71
H -0.143 5.972 -0.826 -0.14 -0.41 -0.27
H 1.532 5.729 -1.318 0.20 0.93 0.20
H 1.034 5.737 0.395 0.31 -0.68 0.17
H 0.394 3.721 -1.954 -0.27 0.66 -0.18
H 2.320 3.265 0.270 0.00 -0.31 0.42
H 2.786 3.257 -1.394 -0.14 0.15 -0.42
H 3.192 0.724 -0.647 0.66 0.35 0.77
H 1.848 -0.198 -0.382 0.08 0.49 0.34
H 2.301 0.904 0.911 0.08 1.36 -1.17
H -0.199 2.442 -0.234 -1.14 -0.71 0.03
H 0.092 3.463 0.838 -0.31 0.51 0.89
C -0.067 -0.864 -1.504 1.46 2.03 3.25
C -0.368 -1.279 -0.077 0.46 3.33 -0.56
C -0.747 -0.039 0.763 -2.97 1.70 -2.88
O -1.106 -0.308 2.090 -3.83 0.11 0.58
C -1.458 0.743 3.019 -2.48 1.61 -7.69
N -1.364 -2.265 -0.093 -5.58 5.44 0.14
H 0.679 -0.070 -1.459 -0.54 -1.01 0.25
H -0.828 -0.381 -2.115 -0.23 -0.84 1.36
H 0.420 -1.644 -2.090 -0.49 3.68 2.95
H 0.527 -1.687 0.392 -0.02 -0.23 -0.62
H -1.528 0.423 0.159 -0.39 0.00 0.50
H 0.102 0.641 0.833 -4.10 1.46 -2.43
H -2.407 1.137 2.654 0.02 0.43 -0.20
H -0.756 1.577 3.006 0.23 0.01 -0.16
H -1.501 0.442 4.066 -6.21 4.43 -6.15
H -1.627 -2.290 0.882 -1.30 -0.23 0.50
H -2.201 -1.962 -0.572 0.18 0.41 0.07
```
Positions in Å, forces in eV/Å.

maximum force: 11.5 eV/A
Kohn-Sham gap: 7.20 eV
HOMO: -6.79 eV
DFT total energy: -55470.914 eV
ΔE to the lowest compared entry with this formula, charge and spin: 714.7 kcal per mole

---

[2]
This record from the OMol25 dataset describes a 10-piece molecular cluster, C24H74N6O10 overall in a non-equilibrium geometry. The level of theory is wB97M-V/def2-TZVPD.

The geometry in XYZ format:
```
114
Properties=species:S:1:pos:R:3:forces:R:3
C 10.456 -14.300 -6.842 -0.62 -0.26 -0.76
O 9.851 -15.306 -7.702 -0.38 1.07 0.26
C 10.439 -16.581 -7.873 1.52 0.53 1.32
C 11.177 -16.782 -9.179 -0.78 -0.76 -1.39
C 10.178 -16.466 -10.347 -0.41 0.39 0.35
N 11.604 -18.200 -9.275 -1.21 -0.39 1.20
H 9.759 -13.442 -6.797 0.15 -0.55 -0.27
H 11.373 -13.927 -7.316 0.10 -0.23 0.45
H 10.565 -14.629 -5.798 0.34 -0.26 -0.42
H 11.206 -16.711 -7.089 -0.43 -0.27 0.13
H 9.657 -17.320 -7.764 -0.29 -0.34 0.04
H 12.105 -16.213 -9.183 -0.31 0.72 -0.24
H 9.729 -17.376 -10.798 0.24 0.37 0.76
H 10.644 -15.981 -11.182 0.54 0.37 -0.44
H 9.366 -15.759 -10.018 0.71 -0.78 -0.20
H 12.558 -18.344 -9.542 0.41 0.17 0.08
H 11.411 -18.682 -8.377 0.36 0.20 -0.89
C 6.125 -21.891 -9.315 -0.29 -0.92 -0.25
O 6.919 -21.302 -10.320 -1.20 0.49 0.32
C 8.020 -22.103 -10.621 0.00 0.56 -0.51
C 9.001 -21.151 -11.264 0.31 -0.73 -0.35
C 10.340 -21.765 -11.628 0.78 0.78 -0.18
N 9.200 -20.089 -10.311 1.37 -0.43 0.50
H 5.753 -22.855 -9.666 -0.05 -0.26 -0.07
H 5.277 -21.271 -9.174 -0.75 0.71 0.29
H 6.596 -22.073 -8.339 0.39 0.34 -0.36
H 8.342 -22.405 -9.645 1.07 -0.94 0.33
H 7.734 -22.922 -11.290 0.09 -0.20 0.17
H 8.550 -20.796 -12.200 -0.16 0.09 0.06
H 10.262 -22.627 -12.321 0.06 0.32 0.69
H 10.913 -21.966 -10.689 -0.37 -0.26 -0.85
H 10.886 -20.953 -12.181 -0.18 -0.83 0.44
H 10.090 -19.613 -10.357 0.37 -0.09 -0.16
H 8.522 -19.403 -10.411 -1.63 1.44 -0.07
C 3.272 -10.581 -4.869 -1.14 -2.00 -0.86
O 4.178 -11.569 -5.256 1.15 -0.22 0.77
C 3.957 -12.138 -6.517 0.53 1.62 -0.12
C 5.179 -12.902 -7.035 -1.60 -0.79 0.29
C 4.805 -13.296 -8.430 0.36 -1.02 -1.59
N 5.400 -14.113 -6.217 -0.54 0.98 1.08
H 2.250 -11.001 -4.819 0.10 0.17 -0.05
H 3.272 -9.784 -5.559 -0.02 1.26 -0.89
H 3.525 -10.263 -3.912 0.58 0.67 1.64
H 3.082 -12.767 -6.431 -0.31 -0.53 -0.42
H 3.757 -11.281 -7.224 0.02 -0.78 0.25
H 6.051 -12.281 -7.105 0.49 0.69 0.31
H 3.977 -14.019 -8.434 0.25 0.05 0.12
H 5.704 -13.802 -8.803 -0.36 -0.21 -0.41
H 4.533 -12.522 -9.185 0.33 -0.08 0.99
H 5.844 -13.858 -5.345 -0.17 0.17 0.09
H 5.882 -14.930 -6.541 0.32 0.21 -1.22
C 14.498 -22.802 -6.252 -1.03 -1.29 -0.94
O 13.089 -22.739 -6.330 0.28 0.48 0.23
C 12.561 -22.762 -5.000 0.81 -0.29 -0.90
C 11.241 -22.026 -5.021 0.61 0.70 0.20
C 11.543 -20.492 -5.074 0.24 -0.86 0.14
N 10.407 -22.462 -3.924 -1.04 0.14 0.05
H 14.959 -21.966 -5.837 0.44 1.75 1.36
H 14.915 -22.822 -7.233 0.04 -0.52 -0.95
H 14.750 -23.688 -5.697 0.61 -0.52 0.22
H 12.463 -23.825 -4.699 -0.08 0.39 0.11
H 13.338 -22.265 -4.380 -0.79 -0.24 0.30
H 10.717 -22.267 -5.940 0.11 -0.14 -0.33
H 10.671 -19.919 -4.836 -0.60 0.35 0.38
H 11.785 -20.199 -6.097 0.19 -0.25 0.05
H 12.388 -20.212 -4.412 -0.55 -0.16 -0.23
H 10.503 -23.390 -3.570 0.41 -0.60 -0.33
H 10.267 -21.880 -3.140 0.19 1.10 0.60
C 2.044 -18.255 -9.433 -0.91 -1.92 -0.58
O 3.378 -17.993 -9.181 0.79 -0.25 -0.53
C 4.116 -17.977 -10.400 -1.28 0.88 -0.31
C 5.510 -17.465 -10.144 0.57 -1.11 0.44
C 6.350 -17.494 -11.450 1.19 0.20 2.84
N 6.203 -18.274 -9.084 0.95 -0.68 -1.93
H 1.526 -18.180 -8.489 -0.34 0.13 0.10
H 1.835 -19.311 -9.863 0.61 1.17 0.74
H 1.612 -17.611 -10.201 -0.04 0.53 0.13
H 4.081 -18.937 -10.925 0.27 -0.41 0.36
H 3.522 -17.308 -11.073 0.73 -0.01 0.09
H 5.424 -16.488 -9.673 0.07 0.33 -0.41
H 6.306 -18.474 -11.852 -0.13 -0.98 -0.64
H 7.412 -17.323 -11.136 -0.77 -0.01 -0.38
H 6.090 -16.758 -12.154 -0.54 0.86 -0.91
H 6.392 -19.277 -9.358 -0.52 1.54 0.46
H 5.727 -18.225 -8.210 -0.70 -0.42 0.49
C 3.768 -15.918 -2.212 -0.68 -0.36 0.67
O 4.775 -16.795 -2.623 0.94 -0.12 -0.09
C 5.867 -16.182 -3.319 0.10 0.02 1.19
C 6.490 -17.255 -4.191 -1.71 0.11 1.95
C 7.837 -16.943 -4.644 1.71 1.04 -0.18
N 5.649 -17.649 -5.249 -0.37 -0.30 -2.41
H 3.365 -15.430 -3.099 -0.15 0.54 0.10
H 4.045 -15.186 -1.398 0.02 -0.59 -0.90
H 2.987 -16.592 -1.812 0.19 0.54 -0.05
H 5.475 -15.311 -3.814 0.05 0.44 -0.63
H 6.654 -15.883 -2.606 -0.34 0.21 0.11
H 6.405 -18.068 -3.480 0.82 -0.65 0.23
H 8.445 -17.818 -4.804 0.07 -0.40 -0.56
H 8.398 -16.362 -3.912 -0.07 0.07 0.30
H 7.787 -16.304 -5.531 0.17 -0.36 -0.15
H 4.732 -17.890 -4.921 -0.41 0.07 0.04
H 5.593 -16.930 -5.983 -0.14 -0.43 0.44
O 6.095 -20.193 -6.626 0.55 0.46 0.48
H 6.361 -20.937 -6.050 -0.19 0.24 -0.10
H 6.191 -19.355 -6.093 -0.40 -0.63 -0.30
O 9.003 -20.572 -7.518 -0.12 -0.01 0.30
H 8.938 -20.388 -8.479 0.41 -0.20 -0.25
H 8.105 -20.388 -7.217 -0.41 0.39 0.05
O 7.075 -16.023 -7.773 0.18 0.13 -0.14
H 7.152 -16.888 -8.242 0.11 0.37 0.01
H 7.894 -15.506 -7.894 -0.17 -0.54 0.05
O 7.531 -22.440 -5.640 1.69 1.60 -1.21
H 8.246 -21.874 -6.121 -1.53 -1.60 0.86
H 7.923 -22.522 -4.766 0.17 -0.16 0.27
```
Positions in Å, forces in eV/Å.

maximum force: 3.1 eV/A
Kohn-Sham gap: 9.36 eV
HOMO: -8.73 eV
DFT total energy: -55500.414 eV
ΔE to the lowest compared entry with this formula, charge and spin: 34.4 kcal per mole
structure (SMILES): COC[C@H](C)N.COC[C@H](C)N.COC[C@H](C)N.COC[C@H](C)N.COC[C@H](C)N.COC[C@H](C)N.O.O.O.O

---

[3]
This record from the OMol25 dataset describes a 16-piece molecular cluster, C24H75BrClFN2O21PS overall in a non-equilibrium geometry. The level of theory is wB97M-V/def2-TZVPD.

The geometry in XYZ format:
```
127
Properties=species:S:1:pos:R:3:forces:R:3
C -1.016 -0.495 2.933 -0.70 -0.64 -3.01
C -1.386 -0.774 1.548 0.79 -1.40 5.47
N -0.843 -0.017 0.311 -2.68 0.31 1.24
C -1.006 1.376 0.751 -2.26 5.18 3.00
O -1.141 2.470 -0.190 0.27 -0.59 0.62
C -1.271 3.677 0.615 -0.10 1.98 1.40
C -1.644 5.013 -0.226 1.11 0.43 -1.22
O -2.790 5.755 0.270 1.25 -0.97 0.95
C -2.585 6.313 1.594 -0.92 1.47 1.03
C -1.803 7.735 1.640 -1.16 -0.11 1.42
O -0.450 7.487 2.134 -0.05 1.16 -2.04
C 0.558 8.284 1.444 1.92 0.37 0.39
C 1.063 9.593 2.282 0.34 0.06 -0.55
C -1.885 -0.326 -0.762 -2.26 -0.59 -3.69
F -1.796 0.441 -1.991 0.63 -1.07 3.48
Cl -3.650 -0.017 -0.197 2.13 0.05 -0.38
C -1.928 -1.865 -1.262 -0.90 -0.87 1.83
S -2.230 -2.039 -3.137 -1.68 2.90 -5.45
C -2.607 -3.884 -3.362 -0.30 -1.48 0.14
O -3.550 -1.337 -3.564 3.86 -2.24 2.45
O -1.066 -1.562 -3.995 -2.59 -1.99 3.18
O -0.856 -2.685 -0.888 -1.50 1.22 -0.39
C 0.280 -2.226 -0.173 1.60 -1.67 1.28
P 1.637 -3.126 -1.250 1.69 0.65 -1.39
C 2.718 -4.294 -0.235 1.01 -1.41 1.04
C 2.515 -4.331 1.356 -0.16 -0.32 1.41
C 0.858 -4.272 -2.548 -0.57 -2.08 0.25
C 0.137 -5.582 -1.834 1.14 0.08 0.33
C 0.555 -0.570 -0.069 1.04 -4.31 -3.27
N 0.951 -0.389 -1.471 1.24 2.75 2.79
C 1.584 0.631 -1.961 2.03 1.00 -2.23
C 1.157 2.167 -2.250 -1.49 -0.13 -0.08
C 3.040 0.324 -2.694 -1.41 0.17 -0.59
C 1.687 -0.516 1.065 1.13 0.72 2.34
Br 3.572 -0.982 0.447 -1.30 -0.18 -0.22
C 2.079 0.810 1.877 0.63 0.94 0.72
C 2.448 2.121 0.984 0.25 0.23 1.24
H -0.729 0.536 3.362 0.03 -1.97 -1.05
H -1.003 -1.389 3.692 -0.89 1.96 -1.58
H -2.110 -1.689 1.447 2.15 1.64 -0.64
H -0.303 1.807 1.563 -0.22 -1.84 -1.47
H -2.027 1.453 1.349 1.80 -0.77 -1.28
H -0.289 3.940 1.202 -1.55 -0.95 -1.11
H -2.093 3.600 1.454 1.24 -0.35 -1.66
H -0.724 5.739 -0.206 -1.50 -1.42 0.04
H -1.838 4.793 -1.359 0.15 0.16 2.22
H -3.656 6.524 2.030 1.97 -0.52 -1.05
H -2.066 5.625 2.362 -0.61 0.84 -1.41
H -1.869 8.357 0.670 0.34 -1.30 1.32
H -2.342 8.370 2.471 0.89 -1.11 -1.57
H 1.503 7.599 1.342 -1.74 1.14 0.12
H 0.267 8.591 0.369 0.08 -0.54 1.80
H 1.659 10.259 1.534 -1.03 -1.13 1.28
H 1.817 9.311 3.129 -1.64 0.39 -1.47
H 0.200 10.240 2.699 1.36 -1.24 -0.66
H -2.898 -2.374 -0.825 1.70 1.21 -0.94
H -3.697 -4.013 -3.751 1.95 0.82 0.81
H -2.503 -4.475 -2.370 -0.03 1.25 -1.56
H -1.913 -4.383 -4.143 -0.87 1.32 1.37
H 0.334 -2.759 0.845 -0.63 1.18 -1.16
H 2.643 -5.398 -0.629 -0.04 2.11 0.69
H 3.835 -3.987 -0.436 -2.21 -0.37 0.31
H 2.428 -3.299 1.885 0.16 -1.55 -1.23
H 3.398 -4.882 1.897 -1.73 1.28 -1.33
H 1.555 -4.925 1.690 1.61 1.09 -0.88
H 1.759 -4.736 -3.144 -1.49 1.27 1.17
H 0.194 -3.760 -3.335 1.11 -0.46 1.50
H -0.171 -5.329 -0.729 0.17 -0.47 -2.27
H 0.973 -6.393 -1.725 -1.93 1.41 -0.32
H -0.730 -6.009 -2.466 1.35 0.63 1.12
H 0.029 2.120 -2.580 2.10 0.09 0.74
H 1.720 2.674 -3.126 -0.55 -1.24 1.60
H 1.187 2.875 -1.344 0.03 -1.32 -1.30
H 2.853 0.465 -3.835 0.42 -0.26 1.88
H 3.791 1.154 -2.387 -1.32 -1.43 -0.36
H 3.410 -0.747 -2.480 -0.72 1.90 -0.27
H 1.499 -1.319 1.904 0.06 1.45 -2.02
H 3.055 0.609 2.502 -2.27 -0.09 -1.42
H 1.303 1.031 2.735 1.29 -0.16 -1.92
H 3.063 1.878 0.029 -1.40 0.21 1.56
H 3.166 2.768 1.653 -1.58 -1.08 -1.24
H 1.497 2.745 0.797 1.72 -0.89 -0.06
O 0.900 -8.539 -1.178 0.07 -0.47 0.10
H 0.100 -8.818 -1.647 0.11 0.05 -0.07
H 1.350 -9.368 -0.967 -0.15 0.19 -0.03
O 3.805 -6.871 1.690 0.05 -0.66 -0.36
H 2.876 -7.031 1.475 0.18 0.01 0.09
H 4.289 -7.290 0.965 -0.03 0.05 0.24
O -1.609 -8.877 -3.231 -0.25 0.23 -0.11
H -2.265 -9.274 -3.820 0.05 -0.08 0.29
H -2.016 -8.044 -2.956 0.11 -0.18 -0.07
O -5.380 -0.588 2.794 0.07 0.29 0.01
H -4.770 -0.528 2.046 -0.11 -0.03 0.17
H -5.960 0.179 2.686 0.04 -0.16 -0.04
O -0.207 -9.896 -5.919 0.00 0.08 0.21
H 0.686 -9.804 -5.557 -0.15 0.05 -0.01
H -0.771 -9.464 -5.263 0.38 -0.03 -0.13
O 1.089 4.624 3.039 0.05 0.14 -0.05
H 1.991 4.679 3.387 0.04 0.03 -0.14
H 0.846 5.547 2.873 -0.12 -0.07 0.07
O -4.951 2.602 -0.297 0.33 0.21 0.19
H -4.216 2.375 -0.883 -0.24 0.23 -0.12
H -4.753 3.506 -0.013 -0.13 -0.08 -0.14
O 2.917 0.148 4.691 0.09 0.17 0.45
H 3.810 0.246 5.051 -0.18 -0.11 -0.06
H 2.353 0.581 5.347 0.14 -0.12 -0.11
O -6.873 -0.964 5.841 0.01 0.39 -0.31
H -6.263 -0.904 5.092 -0.15 -0.19 0.20
H -7.453 -0.198 5.734 0.06 -0.24 0.11
O 2.370 4.133 -4.822 0.04 0.08 -0.33
H 1.900 3.860 -5.622 0.07 0.05 0.20
H 2.993 4.805 -5.134 -0.12 -0.16 0.13
O -3.524 -0.510 5.264 0.05 0.37 -0.19
H -4.179 -0.499 4.551 0.08 -0.07 -0.06
H -3.600 0.368 5.663 -0.01 -0.28 0.05
O -3.534 2.423 -3.681 -0.02 -0.32 0.18
H -4.335 2.147 -4.146 0.19 0.08 0.10
H -3.086 1.591 -3.471 -0.16 0.15 -0.20
O 3.011 -9.804 -4.408 -0.01 -0.34 0.13
H 3.109 -10.701 -4.758 0.03 0.21 0.02
H 3.331 -9.872 -3.498 -0.11 0.09 -0.23
O 4.994 4.290 0.525 -0.02 -0.27 -0.24
H 4.196 4.004 0.059 0.19 0.13 0.10
H 5.449 3.463 0.739 -0.05 0.23 -0.05
O 4.263 5.386 3.115 0.08 0.08 0.17
H 5.100 5.058 3.473 -0.24 0.11 -0.06
H 4.500 5.725 2.240 -0.05 -0.30 0.07
```
Positions in Å, forces in eV/Å.

maximum force: 6.4 eV/A
Kohn-Sham gap: 6.28 eV
total charge: +1
HOMO: -9.49 eV
DFT total energy: -177465.714 eV

---

Question: DFT total energy of number 3 (C24H75BrClFN2O21PS)?
Answer: -177465.714 eV